Entry 1:
A single C7H11N3 molecule at a distorted geometry, computed with the ωB97M-V functional and the def2-TZVPD basis.

Each line ends with the Löwdin charge.
Geometry (Å):
C  -2.100  -0.473  0.246  -0.30
C  -3.632  -0.105  -0.074  -0.18
C  2.766  0.676  -0.309  -0.19
C  2.432  -0.831  -0.263  -0.21
C  1.470  1.186  0.308  -0.11
C  0.989  -0.946  -0.419  -0.10
C  -0.885  0.418  0.484  -0.07
N  -2.026  -1.758  0.306  0.08
N  -3.881  1.086  -0.382  0.10
N  0.390  0.116  0.125  -0.12
H  -4.234  -1.006  0.223  0.11
H  3.730  0.896  0.364  0.14
H  3.097  1.134  -1.310  0.12
H  2.928  -1.353  -1.134  0.13
H  2.685  -1.178  0.749  0.12
H  1.719  1.212  1.407  0.14
H  0.923  2.059  -0.170  0.15
H  -1.102  -2.065  0.575  0.02
H  0.631  -1.891  -0.614  0.09
H  -1.170  1.408  0.576  0.06
H  -4.733  1.417  -0.689  0.01

Energy above the lowest of the compared OMol25 structures with the same formula, charge and spin, kcal/mol: 79.15
Kohn-Sham gap (spin up / spin down), Eh: 0.2783 / 0.2784
LUMO level (spin up / spin down), eV: 0.61 / 0.61
HOMO energy (spin up / spin down), eV: -7.0 / -7.0
Total charge: 0



Entry 2:
C26H30CuN3O3Te as an isolated structure at a distorted geometry, computed with the ωB97M-V functional and the def2-TZVPD basis.

Each line ends with the Löwdin charge.
Geometry (Å):
Cu  -1.752  -1.538  -2.696  0.35
N  -3.857  -0.846  -1.841  -0.02
N  -4.653  -1.916  -2.253  -0.04
C  -4.052  -3.107  -2.750  -0.73
O  -4.790  -4.092  -2.798  -0.02
O  -2.831  -3.022  -3.132  -0.13
H  -3.728  -0.797  -0.840  0.06
H  -4.218  0.026  -2.194  0.08
H  -5.499  -2.092  -1.740  0.11
C  0.582  -2.491  6.388  -0.06
C  0.336  -2.080  4.956  -0.28
C  -0.485  -1.005  4.646  -0.03
C  -0.713  -0.605  3.328  -0.29
C  -1.637  0.571  3.100  -0.07
C  -0.086  -1.301  2.281  -0.34
Te  -0.516  -0.722  0.143  1.61
N  -0.374  -0.482  -2.092  -0.27
C  0.867  -0.299  -2.596  -0.63
O  1.954  -0.308  -2.010  -0.01
C  0.856  -0.006  -4.083  -0.17
C  1.686  -0.750  -4.916  -0.03
C  1.673  -0.538  -6.288  -0.09
C  0.847  0.439  -6.835  -0.11
C  0.035  1.198  -6.001  -0.10
C  0.032  0.968  -4.631  -0.04
C  0.412  1.162  0.461  -0.36
C  1.697  1.252  1.009  -0.27
C  2.551  0.052  1.337  -0.06
C  2.230  2.520  1.252  -0.02
C  1.546  3.683  0.941  -0.27
C  2.138  5.041  1.225  -0.06
C  0.293  3.567  0.350  -0.03
C  -0.288  2.330  0.102  -0.30
C  -1.646  2.295  -0.562  -0.08
C  0.731  -2.400  2.579  -0.32
C  1.448  -3.214  1.521  -0.08
C  0.928  -2.769  3.909  -0.03
H  -0.017  -1.894  7.077  0.07
H  1.633  -2.360  6.657  0.08
H  0.333  -3.543  6.546  0.07
H  -0.974  -0.462  5.451  0.11
H  -2.179  0.815  4.016  0.07
H  -2.364  0.347  2.318  0.05
H  -1.082  1.457  2.783  0.07
H  2.341  -1.491  -4.473  0.12
H  2.303  -1.138  -6.934  0.09
H  0.834  0.605  -7.906  0.09
H  -0.605  1.965  -6.423  0.09
H  -0.617  1.544  -3.980  0.10
H  2.364  -0.755  0.630  0.04
H  2.350  -0.313  2.348  0.08
H  3.607  0.320  1.270  0.08
H  3.228  2.590  1.679  0.11
H  3.188  4.961  1.509  0.07
H  1.606  5.535  2.043  0.08
H  2.070  5.691  0.350  0.07
H  -0.246  4.468  0.068  0.11
H  -1.978  3.305  -0.807  0.07
H  -2.388  1.837  0.094  0.06
H  -1.614  1.700  -1.478  0.05
H  1.123  -2.959  0.517  0.03
H  1.275  -4.281  1.674  0.08
H  2.527  -3.045  1.571  0.08
H  1.565  -3.624  4.127  0.12

Spin multiplicity: 2
Energy above the lowest of the compared OMol25 structures with the same formula, charge and spin, kcal/mol: 22.23
Kohn-Sham gap (spin up / spin down), Eh: 0.2540 / 0.2426
LUMO level (spin up / spin down), eV: 2.47 / 1.87
HOMO energy (spin up / spin down), eV: -4.4 / -4.7
Total charge: -1



Entry 3:
C4H7N3 as an isolated structure at a distorted geometry, computed with the ωB97M-V functional and the def2-TZVPD basis.

Each line ends with the Löwdin charge.
Geometry (Å):
C  -0.426  1.082  0.241  -0.03
N  -1.796  -1.694  -0.267  0.01
C  -0.158  -0.232  0.684  -0.31
C  2.397  -0.435  0.113  -0.17
C  -0.610  2.264  -0.260  0.03
N  -1.418  -0.506  0.314  -0.07
N  1.310  -0.289  -0.492  0.01
H  -2.704  -2.070  -0.498  0.08
H  -1.367  -1.720  -1.198  0.08
H  0.361  -0.646  1.552  0.11
H  2.497  -0.590  1.201  0.06
H  3.292  -0.731  -0.443  0.06
H  -1.503  2.516  -0.822  0.07
H  0.127  3.050  -0.124  0.07

Energy above the lowest of the compared OMol25 structures with the same formula, charge and spin, kcal/mol: 178.70
Kohn-Sham gap, Eh: 0.3124
LUMO level, eV: 0.52
HOMO energy, eV: -8.0
Total charge: 0



Entry 4:
A 2-piece molecular cluster, C6H16 overall at a distorted geometry, computed with the ωB97M-V functional and the def2-TZVPD basis.

Each line ends with the Löwdin charge.
Geometry (Å):
C  -1.228  -0.425  0.443  -0.48
C  -2.320  -1.127  1.278  -0.11
C  -0.447  -1.476  -0.375  -0.10
C  -1.855  0.769  -0.364  -0.06
H  -0.503  -0.075  1.187  0.10
H  -3.233  -1.301  0.649  0.08
H  0.318  -1.933  0.287  0.08
H  -1.011  -2.353  -0.705  0.07
H  0.089  -1.026  -1.190  0.05
H  -1.661  0.536  -1.417  0.07
H  -2.918  0.845  -0.247  0.06
H  -2.722  -0.490  2.076  0.07
H  -1.958  -2.094  1.634  0.07
H  -1.250  1.640  -0.089  0.07
C  2.071  1.374  -0.505  -0.17
C  3.476  0.773  -0.412  -0.17
H  1.981  2.228  0.174  0.07
H  1.854  1.520  -1.569  0.07
H  1.206  0.817  -0.038  0.04
H  3.644  0.497  0.628  0.06
H  3.824  0.129  -1.223  0.07
H  4.149  1.639  -0.484  0.06

Energy above the lowest of the compared OMol25 structures with the same formula, charge and spin, kcal/mol: 22.43
Kohn-Sham gap, Eh: 0.4430
LUMO level, eV: 1.10
HOMO energy, eV: -11.0
Total charge: 0



Q: Which value of energy above the lowest of the compared OMol25 structures with the same formula, charge and spin does entry 3 give?
A: 178.70 kcal/mol